(1)
Molecular formula: C6H15N4
Method: DFT, ωB97M-V/def2-TZVPD

Its HOMO-LUMO gap is 0.3579 Eh. The value obtained for the total energy is -456.2507 Eh. The HOMO energy comes out at -13.2991 eV. The calculation puts the max |F| at 1.03 eV/Å. Its charge is +1. The spin multiplicity is 1.

Each line ends with the Mulliken charge.
CARTESIAN COORDINATES (ANGSTROEM)
1 C 1.1407 1.7197 0.3924  -0.614
2 C 1.4841 0.6336 0.7768  -0.236
3 C 1.4648 4.1113 0.6210  -1.372
4 C 0.9736 3.0813 -1.6306  -1.325
5 C -1.0645 -4.5549 1.0215  -0.836
6 C 0.7118 3.0038 -0.1243  0.743
7 N -2.2598 -3.3868 -0.7165  -0.693
8 N -0.5793 -1.2610 -0.1362  -0.308
9 N -0.5433 -2.3806 0.4883  -0.180
10 N -1.3063 -3.3434 0.2756  0.875
11 H -2.8074 -4.2371 -0.6995  0.287
12 H 1.9387 -0.2119 1.2092  0.603
13 H 2.5374 4.0026 0.4767  0.356
14 H 1.1607 5.0833 0.2414  0.387
15 H 1.2556 4.0732 1.6876  0.359
16 H 2.0376 2.9940 -1.8316  0.338
17 H 0.4552 2.2843 -2.1619  0.339
18 H 0.6305 4.0354 -2.0152  0.396
19 H -0.7549 -5.3545 0.3470  0.339
20 H -1.9649 -4.8619 1.5553  0.288
21 H -0.2688 -4.3620 1.7375  0.389
22 H -0.3637 3.1161 0.0644  0.227
23 H -2.8410 -2.5580 -0.7824  0.265
24 H -1.1488 -1.0885 -0.9604  0.259
25 H 0.1121 -0.5380 0.1640  0.115

---

(2)
Molecular formula: C6H15NO
Method: DFT, ωB97M-V/def2-TZVPD

Its HOMO-LUMO gap (spin up / spin down) is 0.0721 / 0.2785 Eh. The value obtained for the total energy is -367.5061 Eh. The HOMO energy (spin up / spin down) comes out at 1.3605 / -4.0628 eV. The calculation puts the max |F| at 3.38 eV/Å. Its charge is -1. The spin multiplicity is 2.

Each line ends with the Mulliken charge.
CARTESIAN COORDINATES (ANGSTROEM)
1 C 1.7560 -0.2706 -0.2234  -1.599
2 C 1.2047 1.1032 -0.6468  -2.084
3 C -0.2788 1.3025 -0.5241  2.376
4 C -1.0875 0.6996 -1.4428  -2.734
5 N -0.6283 -0.3211 -2.2258  0.185
6 C -0.8064 2.2795 0.5052  -1.164
7 C -0.4771 1.8875 1.8972  -1.275
8 H 1.9815 -0.3988 0.8301  0.496
9 H 1.1532 -1.1120 -0.5877  0.411
10 H 2.7481 -0.3750 -0.6907  0.351
11 H 1.8268 1.8455 -0.1748  0.432
12 H 1.4590 1.1814 -1.7441  0.600
13 H -2.0747 1.0815 -1.5238  0.166
14 H -1.2251 -0.6784 -2.9570  0.893
15 H 0.3183 -0.2534 -2.5766  0.339
16 H -0.5557 3.2458 0.0674  0.568
17 H -1.9372 2.2550 0.3834  0.123
18 H -0.6449 2.5741 2.7670  0.431
19 H 0.5894 1.5880 1.9977  0.213
20 H -0.9361 1.0039 2.2906  0.439
21 H -1.4759 -6.6566 1.6563  0.415
22 H -0.1478 -5.7604 1.7480  0.496
23 O -0.7617 -6.2214 1.1745  -1.078

---

(3)
Molecular formula: C6H15NO
Method: DFT, ωB97M-V/def2-TZVPD

Its HOMO-LUMO gap is 0.3341 Eh. The value obtained for the total energy is -367.5632 Eh. The HOMO energy comes out at -8.1982 eV. The calculation puts the max |F| at 1.29 eV/Å. Its charge is 0. The spin multiplicity is 1.

Each line ends with the Mulliken charge.
CARTESIAN COORDINATES (ANGSTROEM)
1 C -0.5498 2.3190 -1.7908  -1.260
2 C -0.1956 1.2848 -0.7336  -0.288
3 N -0.1967 -0.0650 -1.2646  0.031
4 C -1.4293 -0.5708 -1.8235  -1.012
5 C 0.4333 -1.0279 -0.3318  -0.955
6 C -0.1315 -1.0528 1.0968  -0.502
7 C 0.5083 -0.2764 2.2078  -0.561
8 O 1.7535 -0.8864 2.5826  -0.526
9 H -1.5630 2.1780 -2.1719  0.320
10 H 0.1323 2.2575 -2.6318  0.339
11 H -0.4408 3.3343 -1.4055  0.390
12 H -0.7837 1.4190 0.1760  0.213
13 H 0.8320 1.4715 -0.4755  0.293
14 H -1.2766 -0.9995 -2.8190  0.263
15 H -2.1775 0.2079 -1.9885  0.352
16 H -1.9418 -1.3158 -1.2060  0.359
17 H 1.4937 -0.7497 -0.3501  0.407
18 H 0.3118 -2.0068 -0.7899  0.370
19 H -0.2370 -2.1077 1.3552  0.432
20 H -1.1565 -0.6954 1.0175  0.434
21 H 0.6826 0.7654 1.9310  0.327
22 H -0.1422 -0.2935 3.0851  0.268
23 H 2.4649 -0.2521 2.5273  0.305

---

(4)
Molecular formula: C6H15NO
Method: DFT, ωB97M-V/def2-TZVPD

Its HOMO-LUMO gap is 0.3838 Eh. The value obtained for the total energy is -367.5033 Eh. The HOMO energy comes out at -9.4579 eV. The calculation puts the max |F| at 4.74 eV/Å. Its charge is 0. The spin multiplicity is 1.

Each line ends with the Mulliken charge.
CARTESIAN COORDINATES (ANGSTROEM)
1 C 1.0431 -1.4305 -2.2663  -0.709
2 C 1.6490 -1.2256 -1.0707  -0.179
3 C 1.7145 0.1344 -0.3649  -0.472
4 C 0.5064 0.9271 -0.6583  -0.412
5 N -0.3378 1.1572 0.5948  -0.400
6 C -1.3604 0.1248 0.8371  -0.460
7 C -2.3796 -0.1874 -0.1639  -1.245
8 H 0.8431 -2.4460 -2.6877  0.252
9 H 0.6576 -0.5566 -2.9216  0.289
10 H 1.9121 -2.0622 -0.3944  0.285
11 H 2.6240 0.6494 -0.7752  0.339
12 H 2.2060 0.2409 0.6792  0.259
13 H -0.0945 0.4406 -1.4555  0.082
14 H 0.8267 1.9507 -0.8111  0.324
15 H -0.8256 2.0073 0.4539  0.220
16 H -1.8138 0.5172 1.7110  0.483
17 H -0.8664 -0.7630 1.2283  0.303
18 H -3.3398 -0.7424 0.0358  0.351
19 H -2.8201 0.6622 -0.6296  0.369
20 H -1.9441 -0.5924 -1.1040  0.267
21 O 0.3385 0.4318 3.4444  -0.649
22 H 1.1237 0.1094 3.7508  0.286
23 H 0.3375 0.6532 2.5678  0.415

---

(5)
Molecular formula: C6H15NO
Method: DFT, ωB97M-V/def2-TZVPD

Its HOMO-LUMO gap is 0.3345 Eh. The value obtained for the total energy is -367.5124 Eh. The HOMO energy comes out at -8.2991 eV. The calculation puts the max |F| at 3.10 eV/Å. Its charge is 0. The spin multiplicity is 1.

Each line ends with the Mulliken charge.
CARTESIAN COORDINATES (ANGSTROEM)
1 C -1.1067 2.6817 -0.5966  -0.867
2 N -0.5516 1.2919 -0.8248  -0.291
3 C -0.5616 0.1420 0.1327  -0.338
4 C 0.6392 0.2807 1.1577  -0.413
5 O 0.1893 1.1956 2.0735  -0.541
6 C -0.2740 -1.2088 -0.5566  0.542
7 C 1.2054 -1.1425 -0.9931  -1.429
8 C -0.4099 -2.3972 0.3560  -1.485
9 H -2.0788 2.5018 -1.0719  0.301
10 H -0.5163 3.3003 -1.3076  0.333
11 H -1.0361 2.9118 0.4948  0.250
12 H 0.3892 1.4370 -1.1746  0.218
13 H -1.5935 0.2532 0.5369  0.429
14 H 1.5081 0.7674 0.6525  0.338
15 H 1.0519 -0.5582 1.8134  0.205
16 H 0.9041 1.6714 2.4933  0.326
17 H -0.9194 -1.4023 -1.4944  0.408
18 H 1.4413 -0.1161 -1.3459  0.325
19 H 1.7088 -1.6749 -0.1713  0.356
20 H 1.2996 -1.6710 -1.9889  0.330
21 H 0.1697 -2.3946 1.3554  0.234
22 H 0.0055 -3.2587 -0.1898  0.416
23 H -1.4643 -2.6105 0.6492  0.352

---

(6)
Molecular formula: C6H15NO
Method: DFT, ωB97M-V/def2-TZVPD

Its HOMO-LUMO gap is 0.3872 Eh. The value obtained for the total energy is -367.5999 Eh. The HOMO energy comes out at -9.8219 eV. The calculation puts the max |F| at 2.93 eV/Å. Its charge is 0. The spin multiplicity is 1.

Each line ends with the Mulliken charge.
CARTESIAN COORDINATES (ANGSTROEM)
1 C 0.9480 -0.6380 1.7648  -1.004
2 C 0.3779 0.7426 2.0532  0.724
3 N 0.5463 1.7373 1.0882  -0.419
4 O -0.1749 0.9698 3.0981  -0.581
5 H 1.4277 -0.6227 0.7808  0.435
6 H 0.1083 -1.2915 1.4136  0.247
7 H 1.4678 -1.1039 2.5768  0.355
8 H 0.0346 2.5939 1.2471  0.276
9 H 0.5445 1.4820 0.1134  0.127
10 C -0.6473 -2.0983 -1.8724  -1.510
11 C -0.3587 -0.6068 -1.5229  1.788
12 C 0.8745 -0.1766 -2.3670  -1.311
13 C -1.5586 0.2950 -1.4241  -1.272
14 H 0.1838 -2.6740 -1.5207  0.406
15 H -0.7141 -2.2077 -2.9730  0.354
16 H -1.6032 -2.4432 -1.4595  0.379
17 H 0.1436 -0.6546 -0.5620  -1.089
18 H 0.5685 0.1348 -3.3591  0.415
19 H 1.2849 0.6856 -1.8488  0.356
20 H 1.6237 -0.9770 -2.4356  0.331
21 H -1.3091 1.2671 -1.0149  0.314
22 H -1.9403 0.5770 -2.4361  0.354
23 H -2.3572 -0.1575 -0.8175  0.324

---

In kJ/mol, the relative energy (zero: lowest compared OMol25 entry of this formula, charge and spin) values for the records above are, in order, 381.6; 150.6; 178.8; 336.0; 312.3; 82.4.